1.
This record from the Open Molecules 2025 dataset describes a 12-piece molecular cluster, H24O12 overall in a non-equilibrium geometry. The level of theory is the ωB97M-V functional and the def2-TZVPD basis.

Output
Lowest unoccupied orbital energy ... -0.0066 Eh
SMILES ... O.O.O.O.O.O.O.O.O.O.O.O
Energy above the lowest of the compared OMol25 structures with the same formula, charge and spin ... 4.6835 eV

Cartesian coordinates (Å):
O (-0.755, 0.714, 0.586)
H (0.040, 0.276, 0.294)
H (-1.497, 0.540, -0.077)
O (-4.914, 3.203, 0.699)
H (-4.573, 2.997, -0.194)
H (-5.026, 4.154, 0.724)
O (3.357, 1.874, 2.144)
H (2.690, 2.184, 2.799)
H (3.907, 1.258, 2.571)
O (-2.022, 4.498, -0.757)
H (-1.981, 4.049, 0.067)
H (-1.144, 4.397, -1.151)
O (1.410, -2.151, 2.811)
H (1.800, -3.066, 3.026)
H (1.675, -1.515, 3.425)
O (2.336, -2.185, -3.334)
H (1.553, -2.378, -2.835)
H (2.911, -1.554, -2.839)
O (-1.754, -2.411, -3.197)
H (-1.631, -2.690, -2.226)
H (-2.571, -1.947, -3.255)
O (3.440, 1.165, -0.620)
H (4.128, 1.833, -0.592)
H (3.641, 0.768, -1.523)
O (-3.104, -1.251, -0.980)
H (-3.693, -1.931, -0.551)
H (-2.691, -0.831, -0.215)
O (3.840, -3.192, -0.294)
H (3.226, -2.630, -0.887)
H (3.841, -4.024, -0.783)
O (-2.098, -0.326, 3.819)
H (-2.781, 0.308, 3.942)
H (-1.379, 0.292, 3.525)
O (-0.278, 0.170, -1.490)
H (-0.541, -0.750, -1.295)
H (0.640, 0.151, -1.340)

Force components x, y, z for each atom (eV/Å):
-2.827 0.594 2.201
-0.473 0.117 0.155
2.435 0.770 1.488
0.319 -0.503 -0.583
-0.262 0.336 0.685
0.027 0.196 -0.136
-1.853 1.742 -0.183
0.908 -0.467 -0.684
0.957 -1.207 0.961
0.100 0.612 -1.232
0.119 -0.672 1.124
-0.284 -0.033 0.152
-0.128 -3.650 -1.568
-0.756 2.563 -0.204
0.874 1.102 1.702
1.569 0.665 0.015
-0.592 0.155 0.449
-1.002 -0.788 -0.512
1.880 -1.596 1.898
-0.811 0.849 -2.368
-0.946 0.622 0.372
0.387 -1.071 -2.291
0.040 0.368 0.499
-0.508 0.601 1.610
-0.799 -1.069 0.964
0.791 1.023 -0.691
-0.153 -0.081 0.108
-1.624 1.254 -1.668
1.509 -1.291 1.579
0.144 -0.047 0.108
1.923 0.591 -0.547
-1.352 0.591 0.309
-0.620 -1.210 0.122
-1.007 -1.828 -3.003
-0.053 0.425 -0.684
2.067 0.337 -0.145

2.
This record from the Open Molecules 2025 dataset describes a 12-piece molecular cluster, H24O12 overall in a non-equilibrium geometry. The level of theory is the ωB97M-V functional and the def2-TZVPD basis.

Output
Lowest unoccupied orbital energy ... -0.0164 Eh
SMILES ... O.O.O.O.O.O.O.O.O.O.O.O
Energy above the lowest of the compared OMol25 structures with the same formula, charge and spin ... 5.1015 eV

Cartesian coordinates (Å):
O (-0.366, 0.100, -0.093)
H (-0.429, -0.809, 0.223)
H (0.515, 0.154, -0.479)
O (3.216, -0.359, -4.576)
H (3.885, 0.328, -4.480)
H (2.516, -0.093, -3.969)
O (-3.682, -1.408, -3.092)
H (-2.826, -1.850, -3.065)
H (-3.472, -0.505, -3.356)
O (2.089, 2.675, 3.078)
H (1.226, 2.247, 3.085)
H (2.673, 2.032, 3.496)
O (1.242, -2.257, 4.047)
H (1.497, -1.465, 4.532)
H (0.496, -1.972, 3.507)
O (3.592, -2.344, -1.701)
H (3.436, -1.394, -1.641)
H (2.869, -2.733, -1.197)
O (-2.732, -0.129, -1.731)
H (-2.491, 0.750, -2.044)
H (-3.223, 0.038, -0.919)
O (1.145, 1.400, -3.946)
H (1.470, 1.492, -3.043)
H (0.219, 1.157, -3.838)
O (-0.836, -2.421, -0.321)
H (-1.686, -1.968, -0.274)
H (-0.992, -3.149, -0.934)
O (-2.986, 0.843, 1.747)
H (-3.470, 1.566, 2.162)
H (-2.940, 0.167, 2.433)
O (-2.343, -0.052, 4.885)
H (-1.693, -0.742, 4.712)
H (-2.579, 0.273, 4.009)
O (1.883, 3.269, 0.960)
H (2.163, 3.836, 0.233)
H (2.612, 3.318, 1.590)

Force components x, y, z for each atom (eV/Å):
0.404 0.678 0.334
0.402 0.248 -0.275
-0.109 -0.007 0.181
0.415 -0.126 0.245
-0.054 -0.094 -0.124
-0.126 0.045 -0.438
-1.466 -2.287 -2.807
-0.254 0.187 -0.031
-0.287 -0.704 0.120
0.401 -0.968 2.374
-0.009 0.196 -0.297
-0.029 0.057 0.190
-0.175 0.235 0.032
0.060 -0.109 0.012
0.123 -0.116 -0.081
-0.188 0.088 0.182
0.113 -0.112 -0.122
0.084 -0.035 -0.021
1.325 2.410 2.074
0.367 0.162 0.561
0.067 0.161 0.107
-0.151 -0.028 0.343
-0.127 0.257 0.033
0.026 0.010 -0.057
-0.356 -0.806 0.048
-0.159 0.003 -0.332
0.128 -0.009 0.111
-0.040 -0.057 0.222
-0.036 0.062 -0.118
-0.177 -0.125 -0.511
0.038 -0.106 -0.225
-0.038 -0.017 0.153
0.167 0.188 0.458
0.347 0.820 -2.064
-0.261 -0.012 -0.211
-0.428 -0.090 -0.064

3.
This record from the Open Molecules 2025 dataset describes a 12-piece molecular cluster, H24O12 overall in a non-equilibrium geometry. The level of theory is the ωB97M-V functional and the def2-TZVPD basis.

Output
Lowest unoccupied orbital energy ... -0.0027 Eh
SMILES ... O.O.O.O.O.O.O.O.O.O.O.O
Energy above the lowest of the compared OMol25 structures with the same formula, charge and spin ... 7.9204 eV

Cartesian coordinates (Å):
O (0.177, 0.519, 0.504)
H (-0.552, 0.505, 1.152)
H (0.471, -0.396, 0.493)
O (0.076, -1.774, -0.229)
H (-0.773, -2.044, 0.194)
H (-0.230, -1.755, -1.107)
O (0.800, 2.196, -2.140)
H (1.468, 2.163, -1.455)
H (0.003, 1.893, -1.601)
O (2.012, -3.832, 0.302)
H (2.372, -2.909, 0.120)
H (1.598, -3.796, 1.128)
O (1.717, -2.076, -3.054)
H (1.860, -1.130, -3.297)
H (0.776, -2.135, -3.175)
O (0.774, 0.972, 2.352)
H (0.436, 1.766, 2.753)
H (0.196, 0.381, 2.677)
O (-2.500, -0.942, -0.119)
H (-2.952, -0.690, -0.960)
H (-1.868, -0.301, -0.045)
O (-1.898, 2.845, -2.793)
H (-2.444, 3.622, -2.992)
H (-1.274, 3.137, -2.176)
O (-4.192, 0.950, 4.389)
H (-4.019, 0.271, 3.697)
H (-4.841, 0.404, 4.944)
O (-0.790, 4.767, 0.158)
H (0.127, 4.613, 0.451)
H (-0.954, 5.619, 0.676)
O (3.328, -0.188, 1.900)
H (2.614, -0.104, 1.253)
H (3.421, -1.191, 1.736)
O (0.819, -3.440, -1.395)
H (1.505, -3.483, -2.032)
H (0.473, -4.416, -1.436)

Force components x, y, z for each atom (eV/Å):
-2.680 0.433 -3.814
0.777 0.388 -1.069
-0.171 -0.457 -0.729
-1.438 -0.019 3.319
0.914 0.210 -0.082
0.074 0.017 -1.869
-1.742 -0.545 1.138
0.437 0.007 0.156
1.527 0.196 -1.059
3.819 0.886 0.378
-1.094 -1.974 0.421
-0.808 0.274 2.059
0.889 2.570 -1.375
0.373 -0.954 0.202
-0.661 -0.445 0.036
4.119 4.354 3.338
0.293 0.971 0.459
-2.725 -3.753 2.135
-3.558 -2.169 -1.470
0.296 -0.464 1.031
2.964 2.816 0.309
-1.974 -0.389 -1.512
0.283 -0.415 0.151
1.523 0.989 1.302
-1.373 -2.404 0.421
0.100 0.915 0.382
1.277 1.477 -0.828
0.487 1.910 1.583
-0.361 -0.338 -0.444
-0.129 -1.637 -1.197
-0.112 -3.225 -1.152
-0.237 1.104 0.242
0.534 2.072 0.940
-3.823 -4.926 -2.962
1.264 -0.114 -0.867
0.935 2.639 0.429

4.
This record from the Open Molecules 2025 dataset describes a 12-piece molecular cluster, H24O12 overall in a non-equilibrium geometry. The level of theory is the ωB97M-V functional and the def2-TZVPD basis.

Output
Lowest unoccupied orbital energy ... -0.0178 Eh
SMILES ... O.O.O.O.O.O.O.O.O.O.O.O
Energy above the lowest of the compared OMol25 structures with the same formula, charge and spin ... 4.6803 eV

Cartesian coordinates (Å):
O (-0.379, -0.197, 0.599)
H (-0.374, -0.782, -0.087)
H (0.504, 0.175, 0.555)
O (-1.706, 2.065, -0.048)
H (-0.988, 1.461, 0.036)
H (-2.269, 1.716, 0.663)
O (2.923, -2.297, 2.720)
H (3.782, -2.059, 2.425)
H (3.049, -2.817, 3.554)
O (-2.415, 3.715, -1.193)
H (-2.156, 3.063, -1.858)
H (-2.687, 4.562, -1.686)
O (1.699, -3.337, -3.475)
H (1.393, -3.497, -2.579)
H (0.893, -3.440, -4.080)
O (-5.161, -1.337, -0.228)
H (-4.583, -1.159, 0.562)
H (-5.458, -2.195, -0.128)
O (-1.866, -0.834, 3.557)
H (-2.003, 0.073, 3.617)
H (-1.769, -0.914, 2.592)
O (-2.082, -3.110, 0.234)
H (-1.629, -3.142, 1.099)
H (-1.580, -3.689, -0.346)
O (1.555, 3.880, 1.391)
H (2.361, 3.381, 1.578)
H (1.820, 4.763, 1.605)
O (-0.813, 0.770, -2.506)
H (0.171, 0.653, -2.414)
H (-0.986, 1.394, -3.186)
O (3.395, 0.435, -2.013)
H (3.352, 1.090, -1.299)
H (2.554, 0.046, -2.034)
O (4.148, 0.581, 0.562)
H (3.406, 0.106, 0.366)
H (3.895, 0.876, 1.445)

Force components x, y, z for each atom (eV/Å):
0.596 2.011 2.833
-0.586 -2.749 -3.033
0.221 0.193 0.467
-0.460 -0.961 1.688
0.795 -0.778 -0.195
-0.097 0.437 -0.389
-1.166 -0.941 1.436
1.303 0.219 -0.319
-0.098 0.773 -1.197
-1.305 3.618 -2.089
-0.151 0.253 0.315
0.571 -1.941 0.705
-1.519 -0.078 -1.435
-0.188 -0.100 -0.035
1.695 0.199 1.490
1.768 3.188 0.893
-0.885 -0.378 -1.309
-0.885 -2.824 0.379
0.318 -2.321 -1.123
-0.422 2.681 0.684
0.187 -0.302 0.358
0.306 0.216 0.648
-0.263 -0.118 -0.635
0.016 -0.093 0.061
0.237 -0.949 -0.056
-0.170 -0.056 -0.079
-0.004 0.983 0.131
1.601 -1.473 1.312
-1.592 0.560 -0.584
0.157 0.823 -1.000
1.433 1.061 0.258
0.310 -0.093 -0.371
-1.803 -0.968 -0.316
2.340 2.129 1.692
-2.843 -2.510 -1.396
0.582 0.290 0.211

5.
This record from the Open Molecules 2025 dataset describes a 12-piece molecular cluster, H24O12 overall in a non-equilibrium geometry. The level of theory is the ωB97M-V functional and the def2-TZVPD basis.

Output
Lowest unoccupied orbital energy ... -0.0112 Eh
SMILES ... O.O.O.O.O.O.O.O.O.O.O.O
Energy above the lowest of the compared OMol25 structures with the same formula, charge and spin ... 5.7540 eV

Cartesian coordinates (Å):
O (-0.081, 0.444, -0.221)
H (0.139, -0.258, -0.911)
H (0.780, 0.640, 0.382)
O (0.391, 2.338, 2.011)
H (0.202, 3.343, 2.140)
H (-0.518, 2.147, 1.685)
O (-2.766, -0.167, -2.986)
H (-2.530, -0.171, -2.165)
H (-3.515, 0.423, -3.254)
O (-3.462, -0.489, 0.205)
H (-2.638, -0.829, 0.632)
H (-4.120, -1.200, 0.404)
O (0.109, -0.090, 3.327)
H (0.069, 0.738, 2.863)
H (0.940, 0.020, 3.867)
O (-0.993, -1.419, 1.269)
H (-0.343, -1.022, 0.560)
H (-0.629, -0.967, 2.012)
O (-0.564, 2.531, -2.014)
H (-0.168, 2.092, -1.357)
H (-1.316, 2.890, -1.692)
O (3.045, 1.831, -1.282)
H (3.260, 0.835, -1.264)
H (2.387, 1.928, -1.846)
O (-0.522, -3.971, -0.680)
H (-0.174, -3.112, -0.259)
H (-0.316, -3.946, -1.607)
O (2.428, 1.829, 2.592)
H (2.362, 1.287, 3.521)
H (1.703, 2.261, 2.528)
O (0.441, -1.118, -2.690)
H (-0.160, -0.638, -3.321)
H (0.524, -1.919, -3.172)
O (1.613, -2.150, 0.281)
H (2.317, -2.242, 1.014)
H (2.109, -1.883, -0.557)

Force components x, y, z for each atom (eV/Å):
3.339 0.352 0.751
0.166 1.345 0.806
-2.551 -0.885 -2.460
-5.486 3.940 -1.258
0.931 -2.163 -0.119
0.556 -0.467 -0.159
-2.578 0.231 -9.302
1.290 0.518 8.096
1.332 -0.854 1.265
-0.375 -1.078 0.486
-0.243 0.169 -0.168
0.821 0.951 -0.354
1.499 -0.294 1.654
0.008 0.729 -0.155
-1.488 -0.551 -0.832
0.927 -0.015 -2.786
-2.227 -1.275 2.012
0.242 0.076 1.485
1.453 1.216 -5.690
2.188 -2.883 4.030
-3.714 1.707 1.514
5.356 -3.195 4.354
-0.554 2.534 -0.125
-4.883 0.681 -4.272
0.407 1.569 1.496
-0.705 -2.006 -0.947
0.174 0.219 -0.471
9.776 -7.190 4.954
0.510 2.391 -3.606
-6.285 3.912 -0.209
-1.020 1.723 -0.613
0.509 -0.039 1.139
0.403 -1.520 -0.320
2.640 0.574 -0.111
-1.650 0.230 -1.869
-0.768 -0.651 1.786

6.
This record from the Open Molecules 2025 dataset describes a 12-piece molecular cluster, H24O12 overall in a non-equilibrium geometry. The level of theory is the ωB97M-V functional and the def2-TZVPD basis.

Output
Lowest unoccupied orbital energy ... -0.0105 Eh
SMILES ... O.O.O.O.O.O.O.O.O.O.O.O
Energy above the lowest of the compared OMol25 structures with the same formula, charge and spin ... 5.4566 eV

Cartesian coordinates (Å):
O (1.728, -1.994, -2.371)
H (1.178, -1.160, -2.241)
H (2.538, -1.988, -1.984)
O (-2.058, -2.522, 3.009)
H (-2.338, -1.969, 2.264)
H (-2.936, -2.682, 3.618)
O (-2.288, -1.001, -2.914)
H (-2.076, -1.791, -2.414)
H (-1.702, -0.389, -2.839)
O (2.868, -0.834, 0.298)
H (3.445, -1.511, 0.691)
H (2.167, -1.343, 0.416)
O (-1.550, 2.711, 0.357)
H (-1.061, 3.394, -0.139)
H (-1.111, 1.954, 0.502)
O (1.001, -2.596, 0.942)
H (0.154, -2.165, 0.538)
H (0.650, -2.933, 1.816)
O (1.755, 2.629, 0.567)
H (1.365, 2.004, 1.175)
H (1.570, 3.581, 0.944)
O (0.374, -0.083, -2.521)
H (0.225, 0.201, -3.412)
H (0.798, 0.786, -2.283)
O (-0.358, 0.427, 0.249)
H (-1.063, -0.092, 0.478)
H (-0.121, 0.129, -0.674)
O (1.134, 1.094, 2.566)
H (0.901, 2.070, 2.746)
H (0.384, 0.426, 2.765)
O (-2.882, -0.955, 0.919)
H (-3.289, -0.086, 1.457)
H (-3.506, -0.952, 0.056)
O (1.092, 2.302, -1.715)
H (1.777, 2.970, -2.011)
H (1.235, 2.371, -0.852)

Force components x, y, z for each atom (eV/Å):
-3.664 -0.865 -1.726
1.724 -1.542 -0.223
3.367 0.419 1.941
-2.886 -0.701 2.591
-0.392 -0.274 0.117
3.398 0.712 -2.560
-6.786 -6.012 -0.988
0.514 0.264 -0.083
6.072 5.604 1.202
5.698 2.480 -0.384
0.830 0.834 -0.213
-6.083 -2.962 0.521
-3.424 5.812 -0.598
-0.087 -1.193 0.414
3.229 -3.997 0.074
-3.391 0.323 0.528
2.370 -1.234 0.959
0.609 0.508 -1.319
0.312 4.299 1.189
-0.142 -1.077 0.431
0.527 -2.941 -1.045
-0.969 2.798 0.310
-0.476 -0.725 -1.427
0.231 -0.008 0.936
3.423 0.841 -2.216
-3.168 -2.236 0.922
-0.424 0.574 1.246
-1.461 0.451 1.025
-0.297 -2.739 0.471
1.592 2.308 -0.448
-3.804 3.829 -0.910
1.616 -3.367 -2.168
2.186 -0.084 2.815
0.216 1.235 -7.951
-1.189 -1.346 -0.130
0.730 0.014 6.700

Question: Which of these has the lowest energy above the lowest of the compared OMol25 structures with the same formula, charge and spin?
Answer: number 4

Question: What is the energy above the lowest of the compared OMol25 structures with the same formula, charge and spin in the first record?
Answer: 4.6835 eV